# 1
16
Properties=species:S:1:pos:R:3 method="wB97M-V/def2-TZVPD" homo_energy_ev=-11.603 orbital_gap_ha=0.4685 total_charge=0 spin_multiplicity=1 smiles=CC.CC
C -1.341 -2.017 1.255
C -1.596 -0.663 0.614
H -1.557 -2.120 2.317
H -2.139 -2.700 0.914
H -0.407 -2.455 0.910
H -1.551 -0.812 -0.462
H -0.947 0.099 1.036
H -2.621 -0.391 0.891
C 0.924 1.457 -1.431
C 2.050 1.218 -0.421
H 1.279 1.611 -2.449
H 0.135 0.709 -1.551
H 0.362 2.359 -1.151
H 2.787 0.622 -0.969
H 1.786 0.736 0.506
H 2.566 2.159 -0.254


# 2
73
Properties=species:S:1:pos:R:3 method="wB97M-V/def2-TZVPD" homo_energy_ev="-9.761 / -10.013" orbital_gap_ha="0.2543 / 0.2564" total_charge=+1 spin_multiplicity=4
V 0.174 0.632 -0.112
N 0.781 2.697 0.560
C 0.203 3.777 -0.278
C -1.124 3.361 -0.902
N -1.015 2.006 -1.463
C -2.184 1.602 -2.282
C -3.474 1.324 -1.531
N -3.383 0.134 -0.688
H 0.468 2.791 1.522
H 1.791 2.790 0.586
H 0.920 4.001 -1.067
H 0.067 4.700 0.288
H -1.397 4.093 -1.671
H -1.917 3.368 -0.160
H -0.256 2.049 -2.137
H -1.891 0.702 -2.826
H -2.388 2.385 -3.021
H -4.255 1.249 -2.296
H -3.745 2.182 -0.906
H -3.000 -0.638 -1.224
H -4.310 -0.144 -0.387
C -2.451 1.893 1.930
C -1.515 1.038 2.722
C -1.711 0.903 4.095
C -0.859 0.117 4.832
C 0.177 -0.523 4.172
C 0.323 -0.350 2.809
N -0.508 0.431 2.080
C 1.404 -1.038 2.068
C 2.199 -2.029 2.628
C 3.179 -2.617 1.851
C 3.317 -2.240 0.527
C 2.462 -1.274 0.018
N 1.561 -0.664 0.795
C 2.478 -0.885 -1.414
C 2.946 -1.779 -2.361
C 2.956 -1.402 -3.693
C 2.547 -0.129 -4.016
C 2.077 0.715 -3.014
C 1.680 2.115 -3.389
N 1.993 0.333 -1.734
H -2.102 2.928 1.913
H -2.541 1.499 0.920
H -3.439 1.899 2.391
H -2.552 1.402 4.556
H -1.000 -0.014 5.896
H 0.861 -1.147 4.725
H 2.058 -2.348 3.649
H 3.826 -3.376 2.272
H 4.077 -2.686 -0.097
H 3.259 -2.769 -2.069
H 3.283 -2.093 -4.458
H 2.572 0.224 -5.038
H 2.404 2.532 -4.088
H 0.712 2.136 -3.898
H 1.656 2.759 -2.514
S -0.945 -2.646 -3.381
C -0.697 -1.696 -2.103
N -0.534 -0.998 -1.170
N -1.451 -2.381 1.324
C -2.116 -2.468 2.535
C -3.232 -1.666 2.792
C -3.842 -1.686 4.035
C -3.361 -2.504 5.048
C -2.264 -3.318 4.791
C -1.644 -3.301 3.553
H -1.867 -1.817 0.600
H -0.992 -3.205 0.975
H -3.614 -1.030 2.000
H -4.712 -1.064 4.211
H -3.847 -2.528 6.014
H -1.890 -3.978 5.563
H -0.787 -3.939 3.362


# 3
15
Properties=species:S:1:pos:R:3 method="wB97M-V/def2-TZVPD" homo_energy_ev=-8.474 orbital_gap_ha=0.3419 total_charge=0 spin_multiplicity=1 smiles=CCN(S)SC
C -1.504 0.910 -0.538
C 1.879 0.891 0.824
C -1.221 -0.542 -0.791
N 0.137 -0.983 -0.021
S 0.285 -2.676 0.308
S 1.513 -0.138 -0.649
H -0.834 1.361 -1.310
H -2.530 1.085 -0.687
H -1.096 1.223 0.383
H 2.667 1.544 0.431
H 2.322 0.294 1.508
H 0.817 1.386 1.055
H -1.982 -1.092 -0.282
H -1.241 -0.756 -1.797
H 0.789 -2.508 1.565


# 4
14
Properties=species:S:1:pos:R:3 method="wB97M-V/def2-TZVPD" homo_energy_ev=-10.335 orbital_gap_ha=0.3913 total_charge=0 spin_multiplicity=1 smiles="CC[C@@H](Br)P(=O)(Cl)Cl"
C -0.484 0.000 0.822
C 0.234 0.131 -0.478
C 0.882 -1.150 -0.982
O -0.558 -3.218 0.856
P -0.363 -2.774 -0.521
Cl -2.119 -2.322 -1.330
Cl 0.351 -4.244 -1.716
Br 2.419 -1.556 -0.028
H 0.206 -0.544 1.379
H -1.430 -0.706 0.695
H -0.609 1.006 1.167
H -0.404 0.331 -1.303
H 1.126 0.843 -0.286
H 1.075 -0.897 -1.996


Short version: ΔE to the lowest compared entry with this formula, charge and spin = 9.39; 4.17; 52.92; 0.00 kcal/mol, in the order given.